(1)
Below is a 2-piece molecular cluster, C2H4FP overall, with properties calculated with the ωB97M-V functional and the def2-TZVPD basis.

Summary:
E_HOMO (spin up / spin down): -0.3380 / -0.3365 Eh
Energy: -14138.7190 eV
Energy above the lowest of the compared OMol25 structures with the same formula, charge and spin: 545.0 kJ/mol
LUMO (spin up / spin down): 0.0 / -0.7 eV

Cartesian coordinates (Å):
P (-2.3445, 0.7888, -0.3342)
F (-1.9490, -1.7901, 0.5510)
C (-1.7144, -0.5455, 0.2197)
C (1.1367, 0.1620, -0.0977)
H (1.0872, -0.2215, -1.0409)
H (1.5396, -0.4652, 0.5769)
H (-3.8039, 0.6764, -0.5928)
H (1.4449, 1.1301, -0.0102)

How positive or negative is each atom? The Löwdin charges in e answer that:
1. P 0.7409
2. F -0.0076
3. C -0.6152
4. C 0.1118
5. H -0.0325
6. H -0.0422
7. H -0.1267
8. H -0.0284

(2)
Below is a 2-piece molecular cluster, C4H4F2N2 overall, with properties calculated with the ωB97M-V functional and the def2-TZVPD basis.

Summary:
E_HOMO (spin up / spin down): -0.3299 / -0.3170 Eh
Energy: -12622.5266 eV
Energy above the lowest of the compared OMol25 structures with the same formula, charge and spin: 500.6 kJ/mol
LUMO (spin up / spin down): -0.4 / -0.9 eV

Cartesian coordinates (Å):
F (2.4827, 0.3303, 0.6973)
F (2.7440, 1.2779, -1.1756)
N (-0.4923, 0.1533, 0.5079)
N (-2.6165, -0.0936, 0.1631)
C (-0.6854, -0.8544, -0.3651)
C (2.7198, 0.0892, -0.5789)
C (-2.0238, -1.0496, -0.5871)
C (-1.6837, 0.5939, 0.7881)
H (0.4764, 0.4709, 0.8816)
H (-1.8476, 1.5047, 1.3729)
H (3.5501, -0.4993, -0.7944)
H (-2.6238, -1.9234, -0.9097)

Atom charges from the Löwdin analysis, given in e for atoms 1 to 8:
1. F 0.0398
2. F 0.0564
3. N 0.0157
4. N 0.0314
5. C 0.0005
6. C -0.1734
7. C -0.1956
8. C -0.2653

(3)
Below is C47H43N8O2PTi as an isolated structure, with properties calculated with the ωB97M-V functional and the def2-TZVPD basis.

Summary:
E_HOMO (spin up / spin down): -0.5669 / -0.5743 Eh
Energy: -97839.6896 eV
Energy above the lowest of the compared OMol25 structures with the same formula, charge and spin: 129.9 kJ/mol
2S+1: 2
Charge: +3
LUMO (spin up / spin down): -8.4 / -8.4 eV

Cartesian coordinates (Å):
Ti (0.4768, 0.5375, 0.2568)
P (-1.9341, -0.4552, 0.6443)
O (1.3221, -3.8630, -3.4836)
O (-0.0081, 0.4398, -1.4341)
N (0.0726, 2.2737, 1.3591)
N (-1.3961, -2.0741, 0.4612)
N (2.3462, 0.8374, 1.1466)
N (1.7914, 2.6440, -0.8118)
N (0.8979, -1.5873, 0.4125)
N (0.1812, -1.5913, -3.8928)
N (4.4566, 1.4318, 1.3915)
N (-0.1434, 4.4227, 1.8219)
C (-1.5696, 4.2216, 3.9151)
C (-1.8917, 1.8936, 4.5181)
C (-1.7282, 2.8613, -4.3650)
C (-4.1490, -1.0644, -2.7556)
C (2.1980, -0.5158, 3.3036)
C (-3.0261, -0.2329, -0.7938)
C (-3.5768, -1.7700, 4.1356)
C (-1.1946, 1.4511, 3.4139)
C (3.6342, -0.4651, -3.1106)
C (3.3463, 1.5315, 0.6445)
C (1.4640, -4.2603, 0.9996)
C (-0.6986, 2.4070, 2.5330)
C (-0.9654, 2.4843, -2.1200)
C (-2.6974, -1.4635, 3.1123)
C (4.9445, 0.1936, 3.5601)
C (4.2470, -1.7072, -2.9885)
C (-0.6731, -0.6619, -4.1734)
C (2.1414, -2.8023, -3.3268)
C (2.4974, -3.3489, 0.7809)
C (4.1692, 0.6291, 2.4913)
C (-4.4642, -0.3360, 1.9232)
C (-1.5079, 3.3234, -3.0719)
C (-0.0935, -2.4893, 0.5803)
C (0.1656, -3.8339, 0.8744)
C (2.2710, -0.3830, -3.3339)
C (1.3325, 3.8475, -0.1127)
C (-0.8576, 3.7627, 2.8146)
C (-3.6403, 1.0053, -0.9811)
C (-4.7582, 0.1690, -2.9379)
C (2.8309, 0.2707, 2.3413)
C (-3.1367, -0.7508, 1.9917)
C (4.3112, -0.5956, 4.4976)
C (2.1709, -2.0573, 0.4800)
C (3.2089, 2.3388, -0.6050)
C (-3.2751, -1.2644, -1.6941)
C (-5.3428, -0.6488, 2.9539)
C (-4.5029, 1.2054, -2.0490)
C (1.5242, -1.5478, -3.4390)
C (3.5058, -2.8737, -3.0949)
C (-1.4332, 1.5547, -4.6526)
C (0.3996, 3.5050, 1.0098)
C (2.9543, -0.9350, 4.3776)
C (-4.9041, -1.3647, 4.0559)
C (-0.8159, 0.6906, -3.7178)
C (1.8886, -5.1209, -3.9082)
C (-0.5539, 1.1802, -2.4164)
C (-2.0916, 3.2608, 4.7563)
H (-1.4204, -0.9758, -4.8967)
H (-1.7997, 4.3319, -2.8019)
H (-0.6667, -4.5121, 1.0174)
H (5.9901, 0.4606, 3.6546)
H (-0.0525, -2.5271, -4.2235)
H (-5.5948, -1.6156, 4.8504)
H (-6.3769, -0.3357, 2.8859)
H (0.8422, 4.5311, -0.8061)
H (1.6137, 2.7474, -1.7997)
H (-2.0800, -2.7965, 0.6317)
H (4.8722, -0.9622, 5.3470)
H (-2.8116, -2.2322, -1.5511)
H (1.6801, -5.2903, 1.2553)
H (-1.0088, 0.4008, 3.2564)
H (4.2362, 0.4342, -3.1005)
H (3.5738, 1.7631, -1.4553)
H (-1.7068, 5.2779, 4.1092)
H (1.1370, -5.6111, -4.5179)
H (1.1546, -0.7872, 3.2102)
H (3.9977, -3.8343, -3.0162)
H (-0.0313, 5.4214, 1.7427)
H (-4.9874, 2.1654, -2.1797)
H (2.4985, -1.5433, 5.1485)
H (-0.8837, 2.8028, -1.0914)
H (2.9495, -1.3495, 0.2502)
H (-1.6431, 1.1647, -5.6437)
H (5.3369, 1.8903, 1.2171)
H (-4.8315, 0.2138, 1.0699)
H (1.8041, 0.5751, -3.5288)
H (-4.3686, -1.8813, -3.4339)
H (-2.2876, 1.1711, 5.2212)
H (2.7855, -4.9667, -4.5038)
H (-3.4642, 1.8122, -0.2753)
H (-1.6681, -1.8020, 3.1783)
H (-2.1573, 3.5118, -5.1163)
H (5.3160, -1.7712, -2.8308)
H (3.8262, 3.2370, -0.5342)
H (-3.2284, -2.3273, 4.9961)
H (2.1147, -5.7401, -3.0427)
H (3.5361, -3.6440, 0.8409)
H (2.1766, 4.3940, 0.3147)
H (-5.4407, 0.3212, -3.7653)
H (-2.6516, 3.5682, 5.6294)

Atom charges from the Löwdin analysis, given in e for atoms 1 to 8:
1. Ti 0.9241
2. P 1.0677
3. O -0.0850
4. O -0.2376
5. N 0.0319
6. N -0.1011
7. N 0.0248
8. N -0.0486

(4)
Below is C9H10Cl2N6Pd as an isolated structure, with properties calculated with the ωB97M-V functional and the def2-TZVPD basis.

Summary:
E_HOMO (spin up / spin down): -0.5936 / -0.5924 Eh
Energy: -46945.0533 eV
2S+1: 3
Charge: +2
LUMO (spin up / spin down): -6.9 / -10.3 eV

Cartesian coordinates (Å):
Pd (0.7201, -1.1568, -1.3159)
Cl (2.7304, -1.8314, -2.4965)
Cl (0.2848, -3.2510, -2.4996)
N (0.3990, -0.8152, 3.1244)
N (0.3030, -0.6320, 0.7796)
N (-0.4787, 0.8822, 4.4082)
N (-0.4227, 0.7990, -1.4358)
N (1.2745, -2.4640, 1.8146)
N (-0.6043, 1.0498, 2.1292)
C (-0.7455, 1.3006, -0.2333)
C (-1.4432, 2.4982, -0.1120)
C (-0.7708, 1.4520, -2.5381)
C (-1.8126, 3.1818, -1.2588)
C (-1.4714, 2.6537, -2.4939)
C (-0.3337, 0.5429, 0.9611)
C (-0.2221, 0.3605, 3.2322)
C (0.6527, -1.2972, 1.9234)
C (1.9499, -3.3022, -3.1180)
H (-0.2017, 0.4091, 5.2546)
H (1.9431, -3.2846, -4.2109)
H (1.4792, -2.8644, 0.9055)
H (-0.9398, 1.7772, 4.4721)
H (1.5084, -2.9684, 2.6583)
H (2.4662, -4.1882, -2.7381)
H (-2.3578, 4.1110, -1.1865)
H (-0.4893, 1.0161, -3.4940)
H (-1.7413, 3.1588, -3.4071)
H (-1.6773, 2.8620, 0.8751)

Atom charges from the Löwdin analysis, given in e for atoms 1 to 8:
1. Pd 0.7702
2. Cl 0.6514
3. Cl 0.6507
4. N 0.1996
5. N 0.0572
6. N 0.2396
7. N 0.0080
8. N 0.1988

(5)
Below is C4H8InO4 as an isolated structure, with properties calculated with the ωB97M-V functional and the def2-TZVPD basis.

Summary:
E_HOMO: -0.1103 Eh
Energy: -17633.6257 eV
Energy above the lowest of the compared OMol25 structures with the same formula, charge and spin: 71.3 kJ/mol
Charge: -1
LUMO: -0.1 eV

Cartesian coordinates (Å):
In (0.8851, 2.3792, 0.2264)
O (-0.1418, 0.0871, 1.6679)
O (-2.3359, -1.8325, 2.6401)
O (1.6150, 2.3773, -2.5759)
O (-0.3024, 0.3105, -1.3751)
C (1.1409, 1.3212, -3.2939)
C (0.0146, 0.3967, -2.6797)
C (-0.2759, -0.4428, 2.8938)
C (-1.0757, -1.8025, 3.0949)
H (-0.8981, 0.8193, -3.1603)
H (-0.5013, -2.5071, 2.4719)
H (0.8561, 1.4588, -4.3465)
H (-0.7130, 0.2232, 3.6502)
H (1.9727, 0.5916, -3.3436)
H (0.7418, -0.6535, 3.2539)
H (-0.0022, -0.5516, -3.2467)
H (-0.9796, -2.1749, 4.1224)

Atom charges from the Löwdin analysis, given in e for atoms 1 to 8:
1. In 0.9131
2. O -0.2741
3. O -0.1320
4. O -0.4006
5. O -0.2688
6. C -0.4514
7. C -0.4379
8. C -0.3602

(6)
Below is a 5-piece molecular cluster, C4H13NO3 overall, with properties calculated with the ωB97M-V functional and the def2-TZVPD basis.

Summary:
E_HOMO: -0.2920 Eh
Energy: -11982.6667 eV
Energy above the lowest of the compared OMol25 structures with the same formula, charge and spin: 946.0 kJ/mol
LUMO: -2.6 eV

Cartesian coordinates (Å):
O (-1.1401, 0.7471, 1.5526)
O (0.0181, 2.2250, -0.6477)
O (-2.7311, -1.0092, 0.3517)
N (1.4402, 0.3674, 1.7199)
C (1.6423, -0.5944, 0.8211)
C (0.8927, -1.3016, -0.1449)
C (0.6448, -0.9760, -1.5709)
C (-0.3765, -1.4441, -2.3251)
H (-0.0868, -1.6021, 0.2941)
H (2.7171, -0.7364, 0.5500)
H (-1.0491, -1.9555, -1.6165)
H (-2.7151, -0.8925, 1.3049)
H (1.3055, -0.1505, -1.9260)
H (0.5202, 2.9530, -0.2718)
H (2.2280, 0.9299, 1.9828)
H (-0.2085, 1.5786, 0.0574)
H (1.5507, 1.1052, -0.4688)
H (-2.6229, -0.1379, -0.0349)
H (-0.5911, -1.0262, -3.3037)
H (0.4528, 0.5884, 1.9653)
H (-1.8910, 1.3320, 1.7106)

Atom charges from the Löwdin analysis, given in e for atoms 1 to 8:
1. O -0.4290
2. O -0.0380
3. O -0.0974
4. N 0.0675
5. C -0.1929
6. C -0.0382
7. C -0.2393
8. C 0.0457